*w*
ORCA calculation (ωB97M-V with the def2-TZVPD basis set) on an isolated ion of composition C5H10N3 and charge +1.

CARTESIAN COORDINATES (ANGSTROEM)
N  -0.8099  2.1293  -0.6962
N  0.4773  0.1567  0.9619
N  1.6429  -1.5622  1.4244
C  -0.5989  -0.3062  -1.2474
C  1.1298  -1.7547  0.1770
C  0.3022  -0.7204  -0.1008
C  -1.5013  0.8438  -0.7398
C  1.2275  -0.3844  1.8932
H  -1.9373  0.5317  0.1949
H  -0.1191  2.1272  -1.4386
H  -1.4717  2.8619  -0.9243
H  2.3158  -2.1144  1.9376
H  0.1169  0.1524  -1.9209
H  -1.1899  -1.1269  -1.6260
H  -2.3208  0.8354  -1.4602
H  -0.0376  1.0068  1.1585
H  1.2778  -2.6049  -0.4669
H  1.4962  -0.0709  2.8737

charge	+1
structure (SMILES)	NCCc1c[nH]c[nH+]1
E_LUMO	-2.899	eV

Mulliken atomic charge list, values in e, 8 entries: -0.529, 0.049, -0.021, -0.393, -0.699, 0.400, -0.849, -0.197

*x*
ORCA calculation (ωB97M-V with the def2-TZVPD basis set) on an isolated ion of composition C5H10N3 and charge +1.

CARTESIAN COORDINATES (ANGSTROEM)
N  0.2670  -0.3336  0.2334
N  -3.4464  0.6138  -1.0745
N  2.6146  -0.2571  1.0156
C  -0.8613  -0.4611  0.4969
C  -3.3344  -0.0138  0.0959
C  -2.2031  -0.4281  0.7743
C  1.7799  -0.4641  -0.0697
C  2.0123  0.5892  -1.1590
H  1.3265  1.3411  -1.2345
H  -2.8060  1.1015  -1.5703
H  2.6360  0.6711  1.5686
H  -4.3288  0.7894  -1.3803
H  -4.2897  -0.0585  0.5993
H  2.0121  0.1676  -2.1307
H  2.8127  -1.0481  1.7353
H  2.9951  1.1130  -1.2151
H  -2.3582  -0.9037  1.7615
H  1.8114  -1.5015  -0.3890

charge	+1
structure (SMILES)	C[C@@H](N)[N+]#C/C=C\N
E_LUMO	-3.787	eV

Mulliken atomic charge list, values in e, 8 entries: -0.107, -0.311, -0.560, 0.824, 0.111, -0.981, 0.290, -1.367

The structure with the least stability is *x*.

*w*
ORCA calculation (ωB97M-V with the def2-TZVPD basis set) on an isolated ion of composition C5H10N3 and charge +1.

CARTESIAN COORDINATES (ANGSTROEM)
N  1.3882  -2.1750  -0.9612
N  0.3244  2.4916  2.6489
N  -0.2702  0.0423  -0.3363
C  -0.0322  1.1258  0.6582
C  -0.6052  -0.8817  -1.2506
C  0.2491  -1.9486  -1.7813
C  -1.5897  0.2135  -0.9695
C  0.5826  1.3766  1.9320
H  0.2106  3.3465  2.1580
H  -1.7674  0.9755  -1.8179
H  0.5215  2.4429  3.6051
H  1.1160  -2.1412  0.0183
H  -0.5067  -2.7902  -2.0663
H  1.9350  -2.9812  -1.1773
H  0.9545  0.5067  2.2905
H  -2.5106  -0.0007  -0.4899
H  -0.5087  1.9875  0.3618
H  0.5088  -1.5902  -2.8225

charge	+1
structure (SMILES)	N/C=C/[N+]1=C(CN)C1
E_LUMO	-4.379	eV

Mulliken atomic charge list, values in e, 8 entries: -0.490, -0.348, 0.038, -0.302, 0.518, -0.353, -0.625, -0.243

*x*
ORCA calculation (ωB97M-V with the def2-TZVPD basis set) on an isolated ion of composition C5H10N3 and charge +1.

CARTESIAN COORDINATES (ANGSTROEM)
N  1.4162  0.8435  0.3656
N  -1.7774  -0.9676  0.0992
N  1.7686  -1.5527  -0.0115
C  0.4986  -1.7170  0.1153
C  0.0004  0.7432  -0.0803
C  2.2769  -0.2779  -0.2621
C  -0.4616  -0.6885  0.0621
C  -2.7953  -0.1765  -0.0757
H  -2.6580  0.8670  -0.2865
H  1.4599  0.7086  1.3801
H  3.2791  -0.1959  0.1696
H  1.8054  1.7588  0.1310
H  2.3323  -0.0741  -1.3404
H  0.1678  -2.7352  0.2688
H  -3.7917  -0.5668  -0.0158
H  -0.6133  1.3990  0.5466
H  -1.9829  -1.9556  0.2508
H  -0.0597  1.0927  -1.1167

charge	+1
E_LUMO (alpha / beta)	-3.578 / -3.579	eV

Mulliken atomic charge list, values in e, 8 entries: -0.204, -0.121, -0.598, -0.450, -0.905, -0.466, 0.745, -0.392

The structure with the least stability is *w*.

*w*
ORCA calculation (ωB97M-V with the def2-TZVPD basis set) on a 2-piece molecular cluster, C2H9N2O overall.

CARTESIAN COORDINATES (ANGSTROEM)
O  0.1807  -1.5588  2.5011
N  -0.6494  1.4951  0.9570
N  -0.1132  0.0249  -0.7728
C  0.3472  -0.2595  -2.1435
C  -0.1690  1.2040  -0.2445
H  -0.1299  1.9962  -0.9845
H  -0.9507  2.4162  1.1806
H  -0.1958  -1.1402  -2.4675
H  1.3935  -0.5603  -2.0938
H  0.5541  -2.3995  2.2482
H  0.4584  -1.6364  3.4069
H  -0.3134  -0.8082  -0.2372
H  -0.7999  0.6619  1.5054
H  0.3873  0.5646  -2.8553

charge	+1
E_LUMO	-3.529	eV

Mulliken atomic charge list, values in e, 8 entries: -0.614, -0.261, -0.138, -0.769, 0.257, 0.277, 0.250, 0.296

*x*
ORCA calculation (ωB97M-V with the def2-TZVPD basis set) on a 2-piece molecular cluster, C2H9N2O overall.

CARTESIAN COORDINATES (ANGSTROEM)
O  4.2173  2.9639  -5.3653
N  -1.5421  -0.5459  1.5617
N  0.6390  -0.2849  2.3073
C  -0.2678  -0.7994  1.5114
C  -2.5487  -1.0775  0.6459
H  3.3108  2.7199  -5.6215
H  1.5475  -0.7411  2.3171
H  -2.6723  -0.4071  -0.1940
H  0.5154  0.3857  3.0624
H  4.4858  2.3225  -4.6846
H  -2.3591  -2.0966  0.3355
H  -1.8788  0.1792  2.1893
H  -3.5067  -1.1110  1.1648
H  0.0597  -1.5079  0.7699

charge	+1
E_LUMO	-3.789	eV

Mulliken atomic charge list, values in e, 8 entries: -0.636, -0.190, -0.320, 0.259, -0.795, 0.320, 0.267, 0.336

*y*
ORCA calculation (ωB97M-V with the def2-TZVPD basis set) on an isolated ion of composition C2H9N2O and charge +1.

CARTESIAN COORDINATES (ANGSTROEM)
O  1.5524  0.4963  -0.6595
N  0.3225  -1.3872  0.0568
N  -1.3782  0.2368  -0.5984
C  -0.5621  0.8880  0.4452
C  0.7794  0.1037  0.3866
H  -1.1105  0.6028  -1.5516
H  -0.8434  -0.6649  -0.5343
H  1.0640  -1.7050  -0.5840
H  0.1176  -2.0555  0.8432
H  -0.9205  0.8599  1.4524
H  -2.4371  0.0993  -0.6698
H  -0.3919  1.8866  0.3550
H  2.4203  0.3631  -0.5043
H  1.3876  0.2761  1.5627

charge	+1
structure (SMILES)	N[C@@H](O)C[NH3+]
E_LUMO	-3.266	eV

Mulliken atomic charge list, values in e, 8 entries: -0.483, -0.649, -0.327, -0.752, 0.107, 0.395, 0.421, 0.252

The structure with the least stability is *y*.

*w*
ORCA calculation (ωB97M-V with the def2-TZVPD basis set) on a 3-piece molecular cluster, C2H9N2O overall.

CARTESIAN COORDINATES (ANGSTROEM)
O  17.7745  -16.7385  -2.4595
N  -4.9918  3.8371  0.0993
N  -3.8671  4.3074  2.1591
C  -3.8166  4.3261  0.6444
C  -6.0225  4.8502  -0.1413
H  -3.0468  4.1828  2.6002
H  16.9404  -17.0671  -2.5246
H  16.8571  -15.6547  -3.0049
H  -2.9311  3.6613  0.3299
H  -4.5570  3.6278  2.4966
H  -6.8317  4.2964  -0.5294
H  -3.5325  5.4394  0.3425
H  -6.3473  5.3262  0.8055
H  -5.6276  5.6058  -0.8178

charge	+1
E_LUMO	-9.129	eV

Mulliken atomic charge list, values in e, 8 entries: -0.588, -0.024, -0.344, -0.154, -0.640, 0.229, 0.269, 0.319

*x*
ORCA calculation (ωB97M-V with the def2-TZVPD basis set) on a 2-piece molecular cluster, C2H9N2O overall.

CARTESIAN COORDINATES (ANGSTROEM)
O  -0.9942  1.6763  0.9775
N  0.5194  -0.0154  0.8302
N  0.1256  0.0989  -1.9677
C  0.1240  1.2906  1.1314
C  -0.4737  -1.0916  1.0170
H  0.9616  1.9365  1.4312
H  1.4352  -0.2205  1.2223
H  -0.7732  -1.1866  2.0568
H  -1.3620  -0.8812  0.4256
H  -0.0288  -2.0259  0.6828
H  0.4776  -0.0122  -0.9503
H  -0.4112  0.9683  -2.0220
H  -0.5010  -0.6707  -2.2074
H  0.9005  0.1334  -2.6273

charge	+1
E_LUMO	-3.891	eV

Mulliken atomic charge list, values in e, 8 entries: -0.437, -0.407, -0.447, 0.026, -0.894, 0.357, 0.218, 0.349

The structure with the least stability is *w*.